(1)
The following is a quantum chemistry calculation of C48H89GaN5O6S as an isolated structure in a non-equilibrium geometry, from OMol25.

```
150
Properties=species:S:1:pos:R:3:forces:R:3:mulliken_spin:R:1
N -1.518 -0.618 5.108 -0.1 -0.4 0.2 0.00
C -1.975 -0.939 3.960 0.2 0.5 -0.1 0.00
C -1.548 -0.203 2.715 -0.4 -0.5 0.5 0.00
Ga -1.124 1.796 3.027 1.3 -0.3 0.2 0.00
C 0.726 2.219 2.228 -0.3 0.1 0.4 0.00
C 1.659 0.987 2.251 -0.7 0.4 -0.6 0.00
C 1.652 0.109 0.956 0.4 0.4 0.8 0.00
S 0.274 0.356 -0.201 -0.1 -0.3 -0.4 0.00
O -2.391 3.013 2.225 -0.6 -0.3 0.0 0.00
C -3.648 2.773 2.508 -0.1 0.6 0.4 0.00
O -4.336 3.467 3.248 0.2 -0.5 -0.4 0.00
C -4.243 1.564 1.802 0.6 1.4 0.4 0.00
C -4.928 0.600 2.486 -0.3 0.0 1.0 0.00
C -5.420 -0.493 1.815 -0.3 -0.5 0.7 0.00
C -5.208 -0.597 0.468 -0.5 -1.2 -1.1 0.00
C -4.548 0.377 -0.232 0.4 0.5 -0.6 0.00
C -4.063 1.471 0.446 0.3 0.3 -0.6 0.00
H -1.921 -1.230 5.821 0.1 0.0 0.0 0.00
H -2.668 -1.794 3.889 -0.1 0.2 -0.3 0.00
H -2.259 -0.393 1.906 0.1 0.0 0.0 0.00
H -0.612 -0.703 2.426 0.0 0.3 -0.1 0.00
H -1.048 2.119 4.596 -0.3 0.1 -0.2 0.00
H 1.154 2.952 2.926 -0.1 0.0 -0.1 0.00
H 0.676 2.724 1.258 0.1 -0.1 0.0 0.00
H 1.321 0.357 3.079 0.4 0.0 0.1 0.00
H 2.683 1.328 2.432 0.0 -0.3 0.1 0.00
H 1.562 -0.933 1.276 -0.2 0.0 -0.3 0.00
H 2.626 0.168 0.466 -0.2 0.1 -0.3 0.00
H 0.536 1.555 -0.760 0.3 -0.2 0.3 0.00
H -5.047 0.720 3.557 -0.1 -0.1 0.0 0.00
H -5.944 -1.286 2.335 0.0 0.0 0.0 0.01
H -5.566 -1.468 -0.072 0.0 0.0 0.1 0.00
H -4.375 0.313 -1.300 -0.1 -0.2 0.0 0.00
H -3.539 2.260 -0.079 0.1 -0.1 0.1 0.00
C 3.487 2.502 -4.963 -0.3 0.0 -0.1 0.03
C 4.358 1.277 -4.586 -0.3 1.9 -0.5 -0.01
C 4.913 0.613 -5.854 0.0 -0.6 -0.1 0.02
C 3.903 -0.244 -6.613 0.0 0.1 0.0 -0.02
C 3.207 -1.225 -5.673 0.5 0.0 -0.2 0.02
C 2.573 -0.533 -4.466 -1.9 0.1 -0.4 0.02
N 3.555 0.335 -3.752 1.8 -1.8 -0.6 0.33
O 4.365 -0.423 -3.076 -0.3 0.3 0.6 0.59
C 1.357 0.288 -4.938 0.0 0.3 -0.2 0.02
C 1.976 -1.576 -3.525 0.4 -0.2 0.5 -0.02
C 5.541 1.853 -3.808 0.2 -0.5 0.5 -0.01
H 2.665 2.637 -4.259 0.0 -0.1 0.0 -0.01
H 4.059 3.429 -4.934 0.2 -0.1 -0.1 0.00
H 3.071 2.435 -5.968 -0.1 0.0 0.0 0.01
H 5.762 -0.025 -5.583 0.0 0.0 0.1 0.01
H 5.311 1.383 -6.520 0.0 0.1 0.1 0.00
H 3.170 0.390 -7.121 0.0 0.0 0.1 0.00
H 4.419 -0.798 -7.402 0.0 0.0 0.0 0.00
H 2.442 -1.780 -6.221 -0.1 0.1 0.1 0.00
H 3.936 -1.968 -5.333 0.0 0.1 0.2 0.01
H 0.918 0.846 -4.110 0.0 0.0 0.0 -0.01
H 0.588 -0.379 -5.330 0.1 -0.1 0.1 0.00
H 1.581 0.989 -5.739 0.1 0.0 0.1 0.00
H 2.710 -2.307 -3.187 0.1 0.1 0.0 0.00
H 1.188 -2.136 -4.030 0.0 0.2 -0.2 0.00
H 1.533 -1.102 -2.647 0.0 0.0 0.0 0.00
H 5.215 2.314 -2.874 0.0 0.0 0.0 0.00
H 6.038 2.616 -4.408 -0.2 0.0 -0.1 0.00
H 6.292 1.098 -3.576 -0.1 -0.1 0.1 0.00
C -5.083 -5.762 4.950 0.1 -0.3 0.0 0.01
C -6.178 -4.903 4.267 1.2 -0.5 1.6 0.03
C -7.572 -5.406 4.665 -0.5 -0.1 -0.4 0.02
C -8.017 -6.678 3.944 0.1 0.0 0.0 -0.02
C -7.834 -6.537 2.436 -0.4 0.2 0.3 0.02
C -6.410 -6.132 2.051 0.9 -1.6 -0.6 0.03
N -5.966 -4.915 2.788 -2.4 0.8 -0.1 0.33
O -6.557 -3.881 2.274 0.7 0.2 -0.3 0.59
C -5.460 -7.315 2.323 0.1 -0.1 0.3 0.01
C -6.327 -5.921 0.541 -0.1 0.6 -0.1 0.00
C -6.003 -3.499 4.848 -0.1 0.4 -0.5 -0.02
H -4.199 -5.856 4.320 -0.1 0.0 -0.1 -0.01
H -4.743 -5.306 5.880 -0.2 0.1 0.0 0.00
H -5.430 -6.764 5.209 0.0 0.0 -0.1 0.00
H -8.309 -4.624 4.455 0.1 0.1 -0.1 0.00
H -7.602 -5.570 5.744 0.2 0.1 0.0 0.00
H -7.466 -7.544 4.321 0.0 0.0 0.0 0.00
H -9.069 -6.870 4.167 0.0 0.0 0.0 0.00
H -8.093 -7.478 1.944 0.2 0.0 -0.1 0.00
H -8.545 -5.793 2.061 0.1 0.1 0.0 0.00
H -4.425 -7.039 2.118 0.0 0.1 0.0 -0.01
H -5.713 -8.153 1.672 -0.1 0.1 -0.1 0.00
H -5.513 -7.699 3.339 0.0 0.1 0.0 0.00
H -7.036 -5.174 0.185 0.1 0.1 0.1 0.00
H -6.557 -6.852 0.021 0.0 -0.1 0.2 0.00
H -5.324 -5.611 0.244 0.0 0.0 0.0 0.00
H -5.038 -3.071 4.571 0.0 0.0 0.0 0.01
H -6.054 -3.544 5.936 0.0 -0.2 0.0 0.00
H -6.788 -2.816 4.526 0.1 0.0 -0.2 0.00
C 1.559 -0.423 8.323 0.0 -0.1 0.3 0.02
C 2.400 -0.939 7.127 -1.6 0.9 0.8 0.03
C 1.905 -2.322 6.686 0.4 -0.5 0.0 0.03
C 2.350 -3.472 7.589 0.0 0.1 0.0 -0.02
C 3.856 -3.422 7.833 -0.3 -0.2 -0.4 0.02
C 4.318 -2.067 8.370 0.2 -0.2 1.8 0.02
N 3.850 -0.944 7.508 0.3 -1.6 -2.0 0.34
O 4.572 -0.928 6.429 0.3 0.6 0.3 0.58
C 3.808 -1.898 9.815 -0.3 0.0 0.1 0.01
C 5.840 -2.060 8.503 0.3 0.2 -0.5 -0.01
C 2.109 0.040 5.993 0.5 0.1 -0.4 -0.02
H 2.159 0.186 9.000 0.1 -0.1 0.0 -0.01
H 0.744 0.215 7.985 0.0 -0.1 -0.2 0.00
H 1.101 -1.229 8.900 0.1 0.0 0.0 0.00
H 2.268 -2.526 5.674 0.1 0.1 0.0 0.00
H 0.815 -2.309 6.621 0.0 0.2 0.0 0.00
H 1.805 -3.447 8.537 0.0 0.0 0.0 0.00
H 2.089 -4.423 7.117 0.0 0.0 0.0 0.00
H 4.142 -4.211 8.534 0.1 0.1 0.1 0.00
H 4.375 -3.646 6.895 0.0 0.2 0.0 0.01
H 4.067 -0.913 10.207 0.0 0.0 -0.1 -0.01
H 4.271 -2.644 10.463 0.1 0.0 -0.1 0.00
H 2.736 -2.034 9.921 0.0 0.1 -0.1 0.00
H 6.341 -2.277 7.561 -0.1 0.1 0.0 0.00
H 6.155 -2.822 9.217 -0.2 0.0 0.1 0.00
H 6.196 -1.094 8.866 0.0 0.0 0.0 0.00
H 2.465 1.045 6.227 0.0 0.0 0.0 0.00
H 1.033 0.095 5.821 0.0 -0.1 0.1 0.00
H 2.557 -0.272 5.050 0.2 0.0 0.1 0.01
C 2.834 8.255 -8.051 -0.2 0.2 -0.1 0.01
C 3.191 6.756 -8.223 0.5 1.9 0.2 0.02
C 3.451 6.440 -9.702 -0.2 -0.5 -0.3 0.02
C 2.189 6.313 -10.554 0.0 0.1 0.1 -0.02
C 1.188 5.364 -9.901 0.5 -0.1 -0.2 0.02
C 0.864 5.754 -8.458 -1.7 0.9 -0.1 0.04
N 2.102 5.917 -7.641 1.0 -1.9 -1.4 0.36
O 2.579 4.740 -7.373 -0.2 0.2 0.7 0.56
C 0.034 7.052 -8.461 0.1 0.3 -0.1 0.01
C -0.067 4.711 -7.842 0.3 -0.4 0.3 -0.01
C 4.508 6.571 -7.468 0.0 -0.6 0.3 -0.01
H 2.126 8.405 -7.236 0.0 -0.1 0.0 -0.01
H 3.713 8.847 -7.798 0.1 -0.1 -0.1 0.00
H 2.416 8.698 -8.956 -0.1 0.0 0.0 0.00
H 4.004 5.498 -9.776 0.0 0.0 0.2 0.00
H 4.101 7.209 -10.127 0.0 0.1 0.2 0.00
H 1.739 7.296 -10.720 0.0 0.0 0.0 0.00
H 2.458 5.935 -11.543 0.0 0.0 0.0 0.00
H 0.268 5.338 -10.489 -0.1 0.0 0.2 0.00
H 1.594 4.348 -9.928 0.0 0.0 0.2 0.00
H -0.162 7.393 -7.444 0.0 0.0 0.0 -0.01
H -0.930 6.876 -8.941 0.0 -0.2 0.0 0.00
H 0.495 7.870 -9.009 0.1 0.0 0.1 0.00
H 0.353 3.707 -7.871 0.1 0.1 0.1 0.00
H -1.007 4.679 -8.394 0.0 0.2 -0.1 0.00
H -0.297 4.956 -6.804 0.1 0.0 0.0 0.00
H 4.382 6.751 -6.399 0.0 0.0 0.0 0.00
H 5.249 7.276 -7.845 -0.2 0.1 -0.1 0.00
H 4.926 5.574 -7.603 -0.2 0.0 0.1 0.00
```
Positions in Å, forces in eV/Å.

The HOMO energy (alpha / beta) comes out at -0.177 / -0.177 Eh. As for the charge: -1. Its multiplicity is 5.

***

(2)
The following is a quantum chemistry calculation of a 2-piece molecular cluster, CH4FN2O overall in a non-equilibrium geometry, from OMol25.

```
9
Properties=species:S:1:pos:R:3:forces:R:3:mulliken_charge:R:1
C -0.457 -1.113 -0.210 2.4 -1.6 0.0 -0.32
N -1.198 0.045 -0.016 -1.9 3.0 0.9 0.19
N -1.460 1.101 0.264 1.0 -2.2 -0.5 0.71
O -1.753 2.165 0.518 -0.6 1.2 0.3 -0.37
F 2.512 0.589 0.179 0.9 1.3 -0.2 -0.40
H -0.643 -1.410 -1.236 0.1 -0.3 -0.1 0.28
H 0.625 -0.789 -0.094 -1.1 -0.7 0.0 0.23
H -0.765 -1.897 0.513 0.2 0.6 -0.4 0.28
H 3.140 1.308 0.081 -1.0 -1.3 0.2 0.40
```
Positions in Å, forces in eV/Å.

As for the energy relative to the best compared isomer or geometry (same formula, charge and spin): 2.5730 eV. The HOMO energy comes out at -0.667 Eh. As for the charge: +1.

***

(3)
The following is a quantum chemistry calculation of C28H41BI2IrN6S3 as an isolated structure, from OMol25.

```
82
Properties=species:S:1:pos:R:3:forces:R:3:mulliken_charge:R:1
Ir -0.192 0.081 0.320 0.2 0.1 -0.1 0.57
C 1.274 -4.085 -2.451 0.0 0.0 0.0 -2.01
C 2.157 -3.167 -1.665 -0.1 0.1 0.0 0.65
C 3.496 -3.393 -1.452 0.0 -0.1 0.0 -0.34
C 4.258 -2.533 -0.640 0.1 0.0 0.0 -0.31
N 3.731 -1.417 -0.163 -0.1 0.1 -0.1 -0.28
N 2.455 -1.167 -0.412 0.1 0.0 0.0 0.79
B 1.904 0.241 0.007 0.1 -0.3 0.0 -0.95
N 2.171 1.264 -1.136 0.1 0.0 0.1 1.00
N 3.304 1.133 -1.805 0.0 0.0 -0.1 -0.31
C 3.626 2.078 -2.676 0.0 0.0 0.0 -0.33
C 2.813 3.221 -2.821 0.0 0.0 0.0 -0.25
C 1.631 3.354 -2.125 0.0 0.0 0.0 0.53
C 0.711 4.526 -2.260 0.0 0.0 0.0 -2.03
C 1.329 2.277 -1.281 -0.1 0.1 -0.1 0.69
S -0.248 2.125 -0.495 0.0 -0.1 0.0 -0.36
C 4.908 1.860 -3.460 0.0 0.0 0.0 2.14
C 5.011 2.822 -4.645 0.0 0.0 0.0 -2.19
C 4.939 0.413 -3.972 0.0 0.0 0.0 -1.42
C 6.085 2.091 -2.498 0.0 0.0 0.0 -1.30
N 2.650 0.702 1.297 -0.2 0.0 0.1 0.75
N 3.817 1.301 1.172 0.0 0.0 0.0 -0.23
C 4.488 1.600 2.277 0.0 0.1 0.0 -0.39
C 3.992 1.217 3.537 0.0 0.0 0.0 -0.28
C 2.762 0.611 3.667 -0.1 0.0 0.0 0.50
C 2.162 0.233 4.985 0.0 0.0 0.0 -2.00
C 2.083 0.405 2.460 0.0 0.1 0.1 0.62
S 0.385 -0.110 2.417 0.0 0.0 -0.3 -0.32
C 5.787 2.364 2.083 0.0 0.0 0.0 2.15
C 5.513 3.567 1.169 0.0 0.0 0.0 -1.41
C 6.356 2.854 3.415 0.0 0.0 0.0 -2.22
C 6.794 1.412 1.419 0.0 0.0 0.0 -1.18
C 1.652 -2.006 -1.059 0.2 0.0 0.0 0.64
S -0.075 -1.651 -1.006 -0.1 0.1 0.0 -0.25
C 5.714 -2.783 -0.292 0.0 0.0 0.0 2.14
C 6.109 -4.235 -0.572 0.0 0.0 0.0 -2.14
C 5.938 -2.472 1.194 0.0 0.0 0.0 -1.46
C 6.558 -1.832 -1.157 0.0 0.0 0.0 -1.29
H 1.859 -4.875 -2.917 0.0 0.0 0.0 0.39
H 0.742 -3.543 -3.235 0.0 0.0 0.0 0.44
H 0.531 -4.555 -1.803 0.0 0.0 0.0 0.44
H 3.964 -4.265 -1.888 0.0 0.0 0.0 0.48
H 3.113 3.997 -3.511 0.0 0.0 0.0 0.50
H 1.112 5.253 -2.962 0.0 0.0 0.0 0.38
H 0.570 5.022 -1.298 0.0 0.0 0.0 0.42
H -0.270 4.211 -2.623 0.0 0.0 0.0 0.46
H 4.159 2.733 -5.323 0.0 0.0 0.0 0.49
H 5.906 2.578 -5.215 0.0 0.0 0.0 0.41
H 5.112 3.862 -4.331 0.0 0.0 0.0 0.45
H 4.114 0.219 -4.660 0.0 0.0 0.0 0.39
H 4.890 -0.300 -3.149 0.0 0.0 0.0 0.03
H 5.870 0.247 -4.512 0.0 0.0 0.0 0.48
H 6.097 3.113 -2.115 0.0 0.0 0.0 0.41
H 7.022 1.920 -3.027 0.0 0.0 0.0 0.49
H 6.032 1.398 -1.656 0.0 0.0 0.0 -0.04
H 4.568 1.439 4.426 0.0 0.0 0.0 0.57
H 2.869 0.406 5.793 0.0 0.0 0.0 0.39
H 1.877 -0.820 4.998 0.0 0.0 0.0 0.42
H 1.267 0.825 5.190 0.0 0.0 0.0 0.46
H 4.784 4.245 1.616 0.0 0.0 0.0 0.38
H 5.148 3.246 0.194 0.0 0.0 0.0 0.07
H 6.438 4.123 1.022 0.0 0.0 0.0 0.47
H 5.662 3.512 3.942 0.0 0.0 0.0 0.49
H 7.262 3.426 3.222 0.0 0.0 0.0 0.40
H 6.635 2.029 4.073 0.0 0.0 0.0 0.46
H 6.408 1.026 0.474 0.0 0.0 0.0 -0.14
H 7.027 0.569 2.073 0.0 0.0 0.0 0.41
H 7.722 1.948 1.225 0.0 0.0 0.0 0.50
H 5.464 -4.942 -0.046 0.0 0.0 0.0 0.48
H 7.127 -4.398 -0.222 0.0 0.0 0.0 0.41
H 6.102 -4.469 -1.638 0.0 0.0 0.0 0.44
H 5.343 -3.132 1.829 0.0 0.0 0.0 0.38
H 5.690 -1.436 1.423 0.0 0.0 0.0 0.05
H 6.987 -2.634 1.438 0.0 0.0 0.0 0.49
H 6.414 -2.026 -2.222 0.0 0.0 0.0 0.43
H 7.614 -1.977 -0.930 0.0 0.0 0.0 0.49
H 6.299 -0.792 -0.953 0.0 0.0 0.0 -0.01
I -3.075 0.132 -0.139 -0.1 0.0 0.0 0.24
C -4.007 -1.294 1.169 0.1 0.1 0.0 -0.84
I -2.596 -2.488 2.169 -0.1 -0.1 0.1 0.19
H -4.642 -1.899 0.534 0.0 0.0 0.0 0.41
H -4.571 -0.706 1.883 0.0 0.0 0.0 0.42
```
Positions in Å, forces in eV/Å.

As for the energy relative to the best compared isomer or geometry (same formula, charge and spin): 0.0000 eV. The HOMO energy comes out at -0.622 Eh. As for the charge: +3.